C7H12N3S | ωB97M-V/def2-TZVPD

Computed properties:
net charge	+1
Kohn-Sham gap	7.368	eV
highest occupied orbital energy	-11.6	eV
SMILES	CC[C@@H](CCC#[NH+])NN=C=S

XYZ file:
```
23
Properties=species:S:1:pos:R:3:forces:R:3
C -2.24461 -1.67737 0.16006 -2.6904 -0.8899 -2.1402
C -1.65472 2.36685 0.20835 -3.7731 0.3648 1.2652
C 2.66479 -1.06415 -0.33686 -1.1258 0.6213 -1.6051
C -0.42946 2.01573 -0.38263 2.2540 0.6483 -1.9447
C 1.14921 -1.53769 -0.07863 2.2058 -0.7957 -3.0150
C -0.02711 0.55542 -0.72873 0.0149 -1.9074 -0.1274
C 0.54612 -0.29587 0.44361 -2.5230 -0.5759 0.9239
N -1.56659 -1.54687 1.09876 4.5406 1.9766 3.1370
N -0.54981 -0.57861 1.40871 -2.0310 1.0697 -2.7786
N -2.72020 2.69431 0.54871 1.8807 -0.1234 -0.7693
S -3.39703 -2.04269 -0.82521 -0.2158 0.0431 -0.8575
H 3.42612 -1.75488 -0.69897 -0.5024 -0.3005 -0.1265
H 2.99263 -0.72104 0.62386 0.5658 0.3648 0.4095
H 2.65741 -0.15085 -1.09323 0.1224 -1.8147 1.6158
H -0.52176 2.62426 -1.36242 0.2691 -0.8134 1.1726
H 0.42784 2.48878 0.16792 -0.8984 -0.2323 -0.2301
H 1.03859 -2.40587 0.54222 0.3678 -0.0770 0.9631
H 0.67838 -1.92926 -1.01428 0.3064 0.6807 0.3352
H -0.83306 -0.09401 -1.25771 1.0134 1.4473 1.0559
H 0.82782 0.51090 -1.42507 -0.6259 0.9477 -0.1076
H -0.22073 -0.72179 2.28797 0.8784 -0.9815 2.9267
H 1.38479 0.08518 1.05337 -1.0024 1.0297 -0.1608
H -3.62863 3.17951 0.66021 0.9687 -0.6823 0.0579
```
Forces are in eV/Å.



C5H10ClNO4 | ωB97M-V/def2-TZVPD

Computed properties:
net charge	0
Kohn-Sham gap	10.279	eV
highest occupied orbital energy	-9.8	eV
SMILES	N[C@@H](CCC(=O)O)C(=O)O.Cl

XYZ file:
```
21
Properties=species:S:1:pos:R:3:forces:R:3
C 1.22015 0.94936 0.06643 -1.9622 0.8192 0.6214
C 0.67029 2.28667 -0.45232 -0.6157 -0.1842 0.7011
C 0.16233 -0.14435 0.10250 -2.0206 0.3096 -1.0451
C 0.71874 -1.43479 0.72974 -1.2612 -1.3115 -2.4567
C 1.60638 -2.27052 -0.28492 0.4987 1.7897 0.5262
H -3.68234 -0.34483 -0.44769 0.8800 0.2105 -0.4078
H 2.30499 1.85529 1.35675 1.7679 1.3220 0.5897
H 0.86425 1.67026 1.95793 -0.7845 0.2235 0.2057
H 2.08183 0.68100 -0.47432 1.0778 -0.5817 -0.7016
H -0.71312 0.24088 0.79230 1.5899 -0.7013 -1.3923
H -0.27709 -0.28018 -0.96918 0.7087 -0.0230 1.9724
H 1.26522 -1.15480 1.57388 1.2807 0.2603 1.3052
H -0.12022 -2.05062 1.09711 0.2763 0.0542 -0.2629
H 1.47652 -3.80746 0.81069 -0.6379 -0.3755 1.0693
H 0.87294 4.05028 -0.15716 -1.5578 2.7035 -0.4411
N 1.58023 1.21430 1.43557 0.4787 -1.4825 0.3909
O -0.43629 2.48012 -0.88044 0.1319 -0.1372 -0.3652
O 2.17928 -1.75386 -1.21163 -0.7336 -0.2200 0.2787
O 1.84928 -3.56142 -0.01832 0.2164 0.1121 -0.7431
O 1.44867 3.34238 -0.06524 1.5206 -2.5962 -0.2452
Cl -4.80761 -0.57270 0.04984 -0.8541 -0.1916 0.4005
```
Forces are in eV/Å.



C3H11N2OS | ωB97M-V/def2-TZVPD

Computed properties:
net charge	-1
Kohn-Sham gap	6.997	eV
highest occupied orbital energy	-3.0	eV

XYZ file:
```
18
Properties=species:S:1:pos:R:3:forces:R:3
N -0.63642 1.03550 0.55293 -0.3787 0.1605 0.6170
C 0.22961 -0.15482 0.36173 -1.6849 0.6808 1.7034
C 0.17701 -0.60723 -1.06865 2.6059 0.0217 -0.6412
S 1.57832 0.13809 -2.05171 -0.3715 0.6217 -0.3127
C -0.26723 -1.26956 1.33573 0.3375 1.2402 -0.7438
N -1.53467 -1.88327 0.96136 0.1606 -1.4939 0.2017
H -0.16997 1.92939 0.47912 0.4158 -0.2366 -0.2387
H -1.44789 1.07927 -0.04862 0.1253 -0.2478 -0.1759
H 1.17135 0.17899 0.79845 0.4544 -0.2862 -0.7029
H 0.58412 -1.62779 -1.25526 -1.6581 0.1175 0.5882
H -0.81477 -0.29761 -1.41115 0.1677 -0.7880 -0.5598
H 0.56845 -1.99602 1.24423 -0.7674 -0.0842 0.6915
H -0.39749 -0.82292 2.33989 0.5490 -0.3347 -0.3463
H -1.30102 -2.68291 0.39102 -0.3432 -0.0628 -0.1913
H -2.20795 -1.34493 0.43944 0.3280 0.6003 0.0362
H 1.64021 2.02096 -1.10423 0.3825 -0.1019 0.5137
H 1.17754 3.38866 -1.33202 0.0957 0.3392 0.3186
O 1.65081 2.91624 -0.63228 -0.4185 -0.1458 -0.7579
```
Forces are in eV/Å.



C20H27N5O4 | ωB97M-V/def2-TZVPD

Computed properties:
net charge	0
Kohn-Sham gap	8.719	eV
highest occupied orbital energy	-8.2	eV
SMILES	Cc1c/c(=N\[C@H]2CC[C@@]3(CC2)CN(C(=O)c2conc2C)CCO3)[nH]c(CO)n1

XYZ file:
```
56
Properties=species:S:1:pos:R:3:forces:R:3
C -0.25857 5.26846 -0.82578 -0.0236 -0.0099 -0.0033
C -0.67006 3.88516 -0.43348 0.0269 0.0248 -0.0107
C 0.22791 2.89312 -0.23613 -0.0072 -0.0287 -0.0088
C -0.21108 1.57117 0.16468 0.0798 0.1364 0.3398
N 0.43572 0.51025 0.44812 -0.0675 -0.1518 -0.4156
C 1.85688 0.42525 0.15096 -0.0620 -0.0813 -0.1789
C 2.34909 -0.94943 0.59908 0.0579 0.1092 0.2354
C 3.83435 -1.15102 0.31954 0.0001 0.0317 -0.0045
C 4.16881 -0.96761 -1.15382 -0.0101 -0.0419 -0.0175
C 3.64378 0.38785 -1.63220 0.0144 0.0041 0.0217
C 2.15376 0.54856 -1.35202 -0.0098 0.0020 0.0420
C 5.67504 -1.09442 -1.37844 -0.0182 0.0530 -0.0303
N 5.97560 -1.17568 -2.80106 -0.0052 0.0065 0.0428
C 6.59973 -0.13781 -3.42019 -0.0616 -0.0828 -0.0787
O 6.97562 0.86095 -2.83153 -0.0077 0.0310 0.0042
C 6.80376 -0.26901 -4.89643 0.0050 0.0022 0.0175
C 7.77366 -0.91388 -5.57614 0.0005 0.0153 -0.0256
O 7.64170 -0.70262 -6.88927 -0.0300 -0.0435 0.0159
N 6.54131 0.10766 -7.10186 0.0417 0.0379 0.0011
C 6.04877 0.37292 -5.92589 0.0051 0.0262 0.0480
C 4.84416 1.24138 -5.76289 0.0251 -0.0038 -0.0083
C 5.28634 -2.27307 -3.46349 -0.0024 0.0457 0.0009
C 3.79133 -2.14612 -3.21318 0.0047 0.0003 0.0442
O 3.50824 -2.05321 -1.83127 0.0099 0.0162 -0.0156
N -1.60082 1.51816 0.33208 -0.0191 0.0141 -0.0086
C -2.43253 2.55887 0.09217 -0.0440 -0.0003 0.0147
C -3.89498 2.24932 0.30386 0.0654 -0.0256 -0.0016
O -4.67142 3.39754 0.09735 -0.0130 0.0149 0.0040
N -2.03807 3.72163 -0.28993 0.0125 -0.0220 -0.0034
H 0.82249 5.36266 -0.90543 0.0027 0.0019 0.0004
H -0.71619 5.52645 -1.78205 0.0042 -0.0051 0.0008
H -0.63464 5.98325 -0.09299 0.0083 -0.0022 0.0072
H 1.28444 3.08774 -0.33425 0.0229 -0.0076 -0.0196
H 2.42161 1.20387 0.69006 0.0063 -0.0054 -0.0043
H 2.14624 -1.07450 1.66447 0.0020 -0.0071 0.0052
H 1.76135 -1.70198 0.06988 0.0076 -0.0032 0.0074
H 4.42605 -0.42872 0.89258 -0.0050 -0.0072 0.0095
H 4.15006 -2.15002 0.62804 0.0037 -0.0084 -0.0003
H 4.21160 1.16317 -1.10794 -0.0084 0.0051 -0.0057
H 3.85530 0.53298 -2.69344 0.0024 -0.0021 -0.0095
H 1.58851 -0.23523 -1.86515 0.0041 0.0020 -0.0013
H 1.80724 1.50112 -1.75114 -0.0171 0.0382 -0.0026
H 6.20170 -0.23708 -0.96603 0.0065 -0.0239 0.0134
H 6.02982 -2.00999 -0.89635 0.0080 -0.0096 0.0105
H 8.60333 -1.52924 -5.27024 0.0040 0.0036 -0.0066
H 4.74540 1.55690 -4.72533 0.0069 0.0105 0.0028
H 4.93154 2.12896 -6.38654 -0.0118 -0.0124 -0.0143
H 3.93959 0.70879 -6.05780 -0.0076 -0.0091 0.0190
H 5.49873 -2.26055 -4.52963 -0.0054 -0.0274 0.0026
H 5.64659 -3.21623 -3.04243 0.0141 -0.0106 -0.0094
H 3.39865 -1.27686 -3.75542 -0.0019 0.0010 -0.0049
H 3.26855 -3.03331 -3.57010 0.0048 -0.0030 -0.0180
H -1.95798 0.62326 0.63554 -0.0016 0.0020 0.0003
H -4.16463 1.44305 -0.39066 -0.0111 -0.0032 -0.0065
H -4.00608 1.85792 1.32343 -0.0091 0.0003 0.0081
H -5.59382 3.16645 0.23907 0.0030 0.0029 -0.0049
```
Forces are in eV/Å.